1.
This record from the Open Molecules 2025 dataset describes a structure of composition C27H52AsN2ORuSSi4 in a non-equilibrium geometry. The level of theory is ωB97M-V/def2-TZVPD.

Properties
Kohn-Sham gap ... 7.17 eV
Spin multiplicity ... 1
Calculated total energy ... -5131.36040 a.u.
Energy relative to the best compared isomer or geometry (same formula, charge and spin) ... 18.62 kcal per mole
Charge ... +1

Atoms and positions in Å:
Ru 0.36464 0.46245 1.08592
O -1.95248 1.92797 4.48228
S -0.81378 2.40321 3.70350
N -0.40840 1.61247 2.51083
C -1.77083 1.38095 -1.68937
As -1.79172 0.46255 0.02339
C -2.59739 -1.25491 -0.38652
C -3.16071 1.46748 1.01730
C -4.54024 1.06956 0.60150
C -5.23111 0.09550 1.31661
C -6.49088 -0.31557 0.90802
C -7.07313 0.24135 -0.22179
C -6.39488 1.21934 -0.93549
C -5.13625 1.63148 -0.52473
H -2.65529 1.07113 -2.24701
H -0.86959 1.11090 -2.23058
H -1.79564 2.45761 -1.53604
H -3.66185 -1.13781 -0.58032
H -2.44180 -1.94320 0.43872
H -2.09585 -1.62991 -1.27393
H -2.95584 2.51584 0.78516
H -2.98108 1.32217 2.08053
H -4.78334 -0.33571 2.20509
H -7.02275 -1.06492 1.47871
H -8.05807 -0.07516 -0.53691
H -6.85263 1.67140 -1.80501
H -4.61921 2.41016 -1.07461
C -0.28726 5.26333 -1.09143
N 0.81279 4.32251 -1.09437
C 0.99903 3.72379 -2.39980
C 0.70395 3.34270 -0.03995
C 2.01209 2.61786 0.19292
C 3.17457 3.37437 0.22261
C 4.42403 2.79371 0.38816
C 4.52355 1.41884 0.49659
C 3.36735 0.65005 0.46531
C 2.09443 1.22132 0.36646
H -0.09168 6.05884 -1.81009
H -0.39238 5.71397 -0.10511
H -1.24968 4.79587 -1.36284
H 1.29628 4.48655 -3.11915
H 0.08334 3.24155 -2.77942
H 1.79135 2.97581 -2.35825
H -0.09575 2.60003 -0.23612
H 0.40207 3.85088 0.87960
H 3.08353 4.44364 0.08281
H 5.30836 3.41580 0.41093
H 5.48718 0.93630 0.59153
H 3.48382 -0.41693 0.55731
C 3.72121 -2.45682 1.91007
Si 2.90283 -2.78961 0.23575
C 2.40046 -4.60503 0.14485
C 4.21950 -2.52638 -1.09912
Si 1.05733 -1.27649 -0.25906
Si 0.08624 -1.26187 2.86717
C 0.39482 -3.06623 2.44174
C -1.73817 -1.20895 3.30895
C 1.24629 -0.67294 4.21766
Si 0.76042 -1.76491 -2.62078
C 1.18533 -3.56070 -2.99291
C -0.79440 -1.42597 -3.63789
C 2.10108 -0.58207 -3.25117
H 4.78950 -2.28086 1.77211
H 3.61969 -3.32457 2.56272
H 3.31732 -1.58980 2.43795
H 3.30650 -5.17023 -0.08816
H 1.66988 -4.83127 -0.63015
H 2.01319 -4.97567 1.09297
H 5.16806 -2.90383 -0.71067
H 4.37577 -1.49214 -1.40307
H 3.98305 -3.10636 -1.99204
H -0.10792 -3.39807 1.53120
H -0.02329 -3.65716 3.26334
H 1.44936 -3.31586 2.38347
H -2.36967 -1.69594 2.56722
H -2.10827 -0.22082 3.55727
H -1.81523 -1.81803 4.21977
H 1.69022 -1.54137 4.70658
H 0.67741 -0.10110 4.95281
H 2.05895 -0.04372 3.85217
H 0.52478 -4.25542 -2.47302
H 2.21478 -3.82040 -2.75296
H 1.04435 -3.71936 -4.06462
H -1.64937 -2.04677 -3.37340
H -0.51992 -1.70385 -4.65929
H -1.10346 -0.38695 -3.66099
H 3.09645 -1.01571 -3.18282
H 2.11088 0.37421 -2.72225
H 1.90321 -0.36812 -4.30437

***

2.
This record from the Open Molecules 2025 dataset describes a structure of composition C16H31CdNOP2 in a non-equilibrium geometry. The level of theory is ωB97M-V/def2-TZVPD.

Properties
Kohn-Sham gap ... 7.16 eV
Spin multiplicity ... 1
Calculated total energy ... -1608.54090 a.u.
Energy relative to the best compared isomer or geometry (same formula, charge and spin) ... 24.98 kcal per mole

Atoms and positions in Å:
P 0.02320 -1.45816 -2.10053
P 0.28616 1.80687 -1.91404
C -0.24252 -0.42988 -3.61469
C 0.39781 0.95061 -3.56100
H -1.32402 -0.36537 -3.76167
H 0.15425 -1.02670 -4.44108
H 1.46001 0.89982 -3.81304
H -0.06776 1.62560 -4.28501
C -1.40301 2.49075 -2.13565
H -1.64012 3.15687 -1.29843
H -2.15178 1.69016 -2.17452
H -1.42750 3.05469 -3.07830
C 1.29222 3.29480 -2.25061
H 0.89891 3.84247 -3.11993
H 2.32967 2.99351 -2.44326
H 1.27421 3.94400 -1.36653
C -1.05944 -2.90323 -2.38575
H -1.06908 -3.53462 -1.48718
H -0.68996 -3.48637 -3.24212
H -2.08368 -2.55891 -2.58375
C 1.67488 -2.11824 -2.49554
H 2.41333 -1.30841 -2.51211
H 1.63734 -2.59743 -3.48172
H 1.97605 -2.85611 -1.74338
Cd 1.11541 -0.14462 5.42653
C 0.29903 1.82101 1.23015
C -1.01186 1.51859 1.19445
C -1.69151 0.47387 0.36047
C -2.03596 -0.88195 1.01918
C -0.89345 -1.81647 1.15882
C 0.37389 -1.67792 0.72183
C 1.09269 -0.42728 0.34703
C 1.38612 0.74945 1.33411
C 0.60462 -2.14393 4.84379
H 0.58828 2.86892 1.48905
H -1.71147 2.17666 1.73725
H -1.11661 0.26802 -0.57313
H -2.63917 0.91098 0.00385
H -2.51471 -0.70461 1.99491
H -2.81062 -1.35873 0.39091
H -1.16848 -2.81884 1.52885
H 0.98673 -2.58194 0.62578
H 0.52307 0.08606 -0.47976
H 2.04884 -0.68011 -0.14199
H 1.55640 0.37691 2.35371
H 2.33586 1.21190 1.02014
H 1.35001 -2.82153 5.28847
H 0.59956 -2.23413 3.74783
H -0.39559 -2.38786 5.23877
O -0.50949 2.01676 8.75664
C 0.15596 1.70882 7.81325
N 0.82331 1.38521 6.85899

***

3.
This record from the Open Molecules 2025 dataset describes a structure of composition C26H29BF2N13O5S3Zr. The level of theory is ωB97M-V/def2-TZVPD.

Properties
Kohn-Sham gap ... 7.18 eV
Spin multiplicity ... 1
Calculated total energy ... -3562.49213 a.u.
Energy relative to the best compared isomer or geometry (same formula, charge and spin) ... 49.78 kcal per mole
Charge ... +1

Atoms and positions in Å:
Zr 1.80840 -0.32892 -0.42297
O -1.19250 3.78830 3.90737
C -0.98861 2.52215 3.53307
O -0.96551 1.62746 4.32919
C -0.82981 2.24986 2.06988
C -1.82229 2.03304 1.13553
N -1.23136 1.53960 0.03581
N 0.08570 1.42187 0.18840
C 0.33930 1.85867 1.41415
C 1.73043 1.70888 1.90721
O 2.16556 2.29871 2.85495
O 2.38405 0.81546 1.17557
H -1.08708 4.39015 3.15965
H -2.88786 2.19156 1.18210
H -1.67914 1.29763 -0.85335
C -1.19850 -1.61377 3.36299
N -1.29696 -2.45755 2.17085
C -2.14753 -3.64444 2.19235
C -0.59669 -2.10751 1.08301
N 0.23958 -1.11694 1.04292
N -0.82459 -2.86987 -0.05672
C 0.05308 -3.03955 -1.09676
N -0.35770 -3.89988 -2.05433
N 1.22008 -2.47448 -1.09392
H -1.86022 -2.00801 4.12642
H -1.48821 -0.58317 3.15236
H -0.18322 -1.61725 3.76781
H -2.43903 -3.83842 3.21891
H -1.60720 -4.52070 1.83315
H -3.06400 -3.50468 1.61148
H 0.39372 -0.72733 1.96591
H -1.70238 -3.35716 -0.11169
H -1.33361 -4.14040 -2.11636
H 0.10881 -3.83889 -2.94590
H 1.75515 -2.73552 -1.91611
S -2.28377 3.76426 -5.86500
C -1.97426 2.66903 -4.69170
S -0.68229 1.48970 -4.79194
C -1.01767 0.94287 -3.17503
N -2.02122 1.54241 -2.63473
N -2.57095 2.48215 -3.47666
C -3.71770 3.19140 -2.99532
C -4.81937 3.38248 -3.81361
C -5.92042 4.06298 -3.31669
C -5.92578 4.54518 -2.01603
C -4.82006 4.34115 -1.20272
C -3.71389 3.66573 -1.69230
S -0.14806 -0.39300 -2.46413
H -4.81816 3.00577 -4.82528
H -6.78058 4.21324 -3.95494
H -6.78644 5.08027 -1.63842
H -4.81399 4.71977 -0.18891
H -2.84147 3.51561 -1.07202
N 2.18602 2.00069 -2.71263
C 2.84037 3.09889 -3.10218
C 3.60898 3.51389 -2.03502
C 3.35858 2.58216 -1.02887
N 2.48439 1.66489 -1.44817
H 1.59204 1.38597 -3.24844
H 2.71402 3.50018 -4.09357
H 4.26393 4.36533 -1.99417
H 3.76008 2.52782 -0.03099
F 3.98952 -0.63002 -0.84199
B 4.15251 -0.73782 -2.33992
F 2.73260 -0.86060 -2.55479
N 1.88333 -5.85488 1.91460
C 2.56014 -5.18679 2.90916
O 2.67935 -5.62316 4.02958
C 3.10056 -3.83536 2.54351
C 4.15974 -3.30588 3.27061
C 4.63334 -2.05615 2.92294
C 4.01046 -1.35800 1.90129
N 2.95614 -1.83844 1.22859
C 2.54028 -3.06865 1.54127
H 1.66546 -6.81323 2.14639
H 2.17605 -5.70644 0.96179
H 4.58843 -3.88167 4.08022
H 5.46913 -1.60558 3.43821
H 4.34904 -0.37148 1.62750
H 1.70168 -3.44566 0.97764

***

4.
This record from the Open Molecules 2025 dataset describes a structure of composition C6H8LiO6Sn in a non-equilibrium geometry. The level of theory is ωB97M-V/def2-TZVPD.

Properties
Kohn-Sham gap (alpha / beta) ... 5.21 / 8.31 eV
Spin multiplicity ... 2
Calculated total energy ... -906.54048 a.u.
Energy relative to the best compared isomer or geometry (same formula, charge and spin) ... 69.14 kcal per mole

Atoms and positions in Å:
O -1.46422 -2.40551 -0.10543
C 2.34123 -0.73994 -0.12773
C -0.35047 -1.83351 -0.01351
O 2.81459 -0.72200 1.02412
O 1.99785 -1.94537 -0.57552
C 0.67919 -2.13151 -1.08027
H -0.05598 -1.48361 0.99520
H 1.28111 1.47928 -1.20607
H 0.47355 -1.41837 -1.88880
H 0.60880 -3.18331 -1.38831
Li -2.95574 -1.23046 0.23415
Sn 3.42452 1.11161 0.55832
O -1.21606 1.62835 1.38939
C -2.16143 0.78156 0.92474
C -0.35068 2.29509 0.47682
O -2.65685 0.00552 1.77644
O -2.36835 0.67098 -0.30550
C 0.54466 1.40365 -0.39008
H 0.16658 3.04786 1.08200
H -0.97959 2.92020 -0.17205
H -0.02609 1.57573 -1.32750
H 0.25336 0.17375 0.11960